1.
Computed, not measured: a single C7H8 molecule at a distorted geometry, with ωB97M-V/def2-TZVPD.

CARTESIAN COORDINATES (ANGSTROEM)
C: 2.0539 0.0267 0.0024
C: 0.5571 -0.0360 -0.0398
C: -0.4488 -1.1704 -0.3542
C: -1.4463 -0.1685 -0.8983
C: -1.5209 -0.3838 0.5499
C: -0.4418 0.6405 0.8612
C: -0.4097 0.9668 -0.6227
H: 2.3782 0.9911 0.4167
H: 2.4545 -0.7626 0.6469
H: 2.5106 -0.0781 -0.9896
H: -0.6416 -2.0128 0.2918
H: -2.2103 -0.3122 -1.6525
H: -2.3173 -0.8619 1.1119
H: -0.2440 1.2203 1.7500
H: -0.2735 1.9409 -1.0739

As for the charge: 0. The SMILES is C[C@@]12[C@@H]3[C@H]4[C@@H]3[C@@H]1[C@H]42. The value obtained for the LUMO energy is 1.1953 eV. The value obtained for the energy above the lowest of the compared OMol25 structures with the same formula, charge and spin is 132.25 kcal/mol. Its HOMO energy is -7.80 eV.



2.
Computed, not measured: a single C2H3Cl molecule at a distorted geometry, with ωB97M-V/def2-TZVPD.

CARTESIAN COORDINATES (ANGSTROEM)
C: -0.0304 0.4374 -0.0002
C: -0.9685 -0.4426 -0.0010
Cl: -2.6033 0.1287 0.0436
H: 0.9230 -0.0517 0.2409
H: -0.2137 1.4626 -0.2956
H: -0.9972 -1.4203 0.2055

As for the charge: 0. The SMILES is C=CCl. The value obtained for the LUMO energy is 1.1319 eV. The value obtained for the energy above the lowest of the compared OMol25 structures with the same formula, charge and spin is 11.19 kcal/mol. Its HOMO energy is -9.83 eV.



| no. | gap between HOMO and LUMO (eV) |
| --- | --- |
| 1 | 9.0 |
| 2 | 11.0 |